No. 1
DFT (ωB97M-V with the def2-TZVPD basis set) results for a cluster of 2 separate species, C27H28F4NO2 in total in a non-equilibrium geometry.

The geometry in ORCA input format:
```
! wB97M-V def2-TZVPD RIJCOSX def2/J DEFGRID3
* xyz 1 1
F -5.36 5.35 -1.28
C -5.36 3.97 -1.33
C -6.58 3.31 -1.39
C -6.54 1.91 -1.46
F -7.72 1.22 -1.55
C -5.36 1.20 -1.45
C -4.13 1.90 -1.38
C -2.92 1.14 -1.38
C -1.66 1.69 -1.29
C -0.48 0.90 -1.35
C 0.75 1.63 -1.57
C 1.67 1.31 -2.59
C 2.56 2.30 -3.00
F 3.34 2.08 -4.11
C 2.65 3.55 -2.38
C 1.85 3.75 -1.26
F 1.94 4.95 -0.59
C 0.93 2.81 -0.82
C -4.13 3.32 -1.32
H -7.52 3.85 -1.43
H -5.33 0.11 -1.48
H -3.03 0.05 -1.45
H -1.57 2.77 -1.19
H -0.60 -0.10 -1.79
H 1.61 0.35 -3.11
H 3.34 4.32 -2.73
H 0.29 3.01 0.04
H -3.20 3.88 -1.25
C 5.03 0.47 1.97
O 4.50 -0.86 2.08
C 3.39 -1.02 1.34
O 2.92 -0.10 0.68
C 2.86 -2.43 1.42
C 3.88 -3.50 1.01
C 3.09 -4.54 0.22
C 1.66 -4.03 0.13
N 1.72 -2.62 0.55
C 0.50 -2.04 0.94
C 0.06 -0.81 0.49
C -1.10 -0.16 1.16
C -2.04 -1.08 1.96
C -1.24 -2.07 2.81
C -0.32 -2.88 1.91
H 5.87 0.51 2.66
H 5.37 0.64 0.94
H 4.27 1.22 2.23
H 2.58 -2.59 2.49
H 4.68 -3.06 0.40
H 4.33 -3.90 1.93
H 3.51 -4.67 -0.78
H 3.11 -5.51 0.72
H 1.21 -4.13 -0.86
H 1.04 -4.62 0.82
H 0.74 -0.25 -0.14
H -0.76 0.67 1.80
H -1.74 0.29 0.41
H -2.70 -0.48 2.60
H -2.68 -1.64 1.27
H -0.65 -1.52 3.56
H -1.91 -2.74 3.36
H -0.94 -3.58 1.31
H 0.33 -3.51 2.54
*
```

Gap between HOMO and LUMO, hartree: 0.1714
ΔE to the lowest compared entry with this formula, charge and spin, eV: 0.223
HOMO level, eV: -10.8

natural (NBO) atomic charge list, values in e, 6 entries: atom 1 (F): -0.304, atom 2 (C): 0.409, atom 3 (C): -0.250, atom 4 (C): 0.405, atom 5 (F): -0.303, atom 6 (C): -0.193

---

No. 2
DFT (ωB97M-V with the def2-TZVPD basis set) results for a cluster of 9 separate species, C38H85ClF3O28PS10 in total in a non-equilibrium geometry.

The geometry in ORCA input format:
```
! wB97M-V def2-TZVPD RIJCOSX def2/J DEFGRID3
* xyz 0 1
C 1.45 1.85 0.49
C 2.13 0.71 0.44
C 2.07 -0.22 -0.78
C 1.90 -1.67 -0.29
F 3.18 -2.07 0.06
O 1.22 -1.58 0.97
C 0.18 -2.45 1.03
O -0.77 -2.36 1.78
C 0.52 -3.53 0.01
F -0.51 -4.35 -0.31
P 1.65 -4.67 1.01
S 2.13 -6.36 0.15
C 1.12 -2.70 -1.16
C 0.00 -1.99 -1.95
C -0.91 -2.91 -2.77
C -2.35 -3.19 -2.26
C -2.79 -2.50 -0.97
S -4.02 -3.39 0.01
O -5.32 -3.17 -0.52
O -3.83 -2.91 1.34
Cl -3.52 -5.36 0.02
C 2.03 -3.64 -1.96
C 2.60 -3.14 -3.28
C 3.51 -1.93 -3.23
F 1.61 -2.90 -4.23
H 1.03 2.21 1.42
H 1.32 2.47 -0.39
H 2.78 0.46 1.26
H 3.01 -0.10 -1.30
H 1.23 0.14 -1.36
H 2.75 -3.97 1.51
H 0.85 -4.97 2.12
H 0.54 -1.37 -2.65
H -0.51 -1.30 -1.28
H -0.99 -2.48 -3.76
H -0.41 -3.86 -2.93
H -3.07 -2.96 -3.04
H -2.45 -4.26 -2.11
H -2.01 -2.27 -0.27
H -3.34 -1.60 -1.23
H 2.88 -3.99 -1.38
H 1.44 -4.52 -2.20
H 3.20 -3.96 -3.67
H 4.04 -1.81 -2.29
H 4.27 -2.05 -4.00
H 2.97 -1.03 -3.52
O -1.81 2.47 3.42
S -3.21 2.76 3.44
O -4.01 2.43 4.58
O -3.88 2.15 2.14
C -3.69 0.74 1.87
C -4.55 -0.16 2.73
C -3.46 4.45 3.04
H -2.63 0.49 1.96
H -3.96 0.61 0.82
H -4.25 -0.11 3.78
H -4.46 -1.19 2.38
H -5.60 0.14 2.68
H -2.89 4.69 2.14
H -3.11 5.04 3.88
H -4.52 4.62 2.87
O 2.64 4.43 0.84
S 2.67 5.85 0.99
O 2.71 6.69 -0.17
O 3.87 6.25 1.95
C 5.18 5.74 1.64
C 5.84 6.49 0.49
C 1.36 6.39 2.03
H 5.12 4.67 1.43
H 5.77 5.87 2.55
H 5.31 6.32 -0.44
H 6.87 6.16 0.38
H 5.82 7.56 0.68
H 1.35 5.77 2.93
H 0.43 6.25 1.47
H 1.51 7.44 2.27
O 4.05 -6.35 3.22
S 4.87 -7.45 2.80
O 4.31 -8.76 2.66
O 6.14 -7.52 3.75
C 5.92 -7.58 5.18
C 5.48 -8.95 5.65
C 5.71 -7.02 1.32
H 5.21 -6.81 5.48
H 6.88 -7.32 5.63
H 4.49 -9.20 5.27
H 5.45 -8.99 6.73
H 6.16 -9.72 5.28
H 6.17 -6.04 1.45
H 4.97 -7.00 0.53
H 6.47 -7.78 1.12
O 2.14 -5.39 6.69
S 3.32 -4.58 6.74
O 4.50 -5.08 7.37
O 2.94 -3.17 7.37
C 2.26 -3.16 8.64
C 3.20 -3.45 9.80
C 3.72 -4.02 5.13
H 1.43 -3.86 8.62
H 1.84 -2.16 8.74
H 3.57 -4.47 9.77
H 2.68 -3.31 10.75
H 4.06 -2.79 9.77
H 2.83 -3.62 4.66
H 4.08 -4.89 4.57
H 4.50 -3.27 5.21
O 3.95 1.18 -3.29
S 4.03 2.51 -3.82
O 3.02 2.99 -4.71
O 5.46 2.71 -4.49
C 5.88 1.75 -5.48
C 5.20 1.96 -6.82
C 4.23 3.65 -2.50
H 5.71 0.73 -5.11
H 6.95 1.88 -5.58
H 4.13 1.75 -6.76
H 5.64 1.30 -7.57
H 5.31 2.99 -7.14
H 5.02 3.30 -1.84
H 3.28 3.70 -1.96
H 4.47 4.63 -2.91
O -2.34 1.09 -6.60
S -2.36 2.51 -6.50
O -2.36 3.32 -7.69
O -1.16 2.98 -5.57
C 0.17 2.51 -5.89
C 0.77 3.25 -7.06
C -3.67 3.03 -5.46
H 0.15 1.43 -6.07
H 0.77 2.68 -5.00
H 0.24 3.03 -7.99
H 1.82 2.96 -7.19
H 0.72 4.33 -6.90
H -3.65 2.44 -4.54
H -4.60 2.85 -6.00
H -3.57 4.09 -5.25
O -7.95 1.07 7.52
S -7.01 0.32 6.75
O -7.07 0.32 5.32
O -7.01 -1.19 7.26
C -8.27 -1.88 7.32
C -8.75 -2.33 5.95
C -5.37 0.72 7.26
H -9.02 -1.25 7.81
H -8.11 -2.74 7.96
H -9.00 -1.48 5.32
H -9.64 -2.95 6.05
H -7.97 -2.90 5.45
H -5.32 0.68 8.34
H -5.16 1.73 6.90
H -4.68 0.02 6.80
O -7.87 4.77 -7.87
S -6.47 5.04 -7.91
O -5.71 5.12 -6.70
O -6.23 6.36 -8.77
C -6.96 7.54 -8.40
C -6.39 8.22 -7.17
C -5.67 3.91 -9.00
H -8.02 7.30 -8.27
H -6.89 8.21 -9.26
H -6.53 7.61 -6.28
H -6.89 9.17 -7.00
H -5.32 8.39 -7.29
H -6.22 3.88 -9.93
H -5.68 2.94 -8.52
H -4.65 4.24 -9.16
*
```

Gap between HOMO and LUMO, hartree: 0.3304
HOMO level, eV: -9.0

Löwdin atomic charge list, values in e, 6 entries: atom 1 (C): 0.001, atom 2 (C): -0.137, atom 3 (C): -0.075, atom 4 (C): -0.389, atom 5 (F): 0.056, atom 6 (O): 0.091

---

No. 3
DFT (ωB97M-V with the def2-TZVPD basis set) results for a cluster of 3 separate species, C18H28F7N4O8S2 in total in a non-equilibrium geometry.

The geometry in ORCA input format:
```
! wB97M-V def2-TZVPD RIJCOSX def2/J DEFGRID3
* xyz 1 1
C -6.92 5.46 2.34
C -7.00 3.90 1.77
C -6.27 2.83 2.78
C -4.94 2.09 2.12
O -4.86 0.76 2.74
N -3.91 -0.01 2.19
C -4.31 -1.09 1.21
C -5.84 -1.43 0.70
C -6.03 -0.65 -0.76
O -7.22 -0.11 -1.04
F -4.91 -0.48 -1.74
N -3.11 -1.87 0.72
C -1.98 -1.21 1.47
N -0.65 -1.59 1.38
S -0.01 -2.91 0.43
O -0.86 -3.30 -0.80
O 1.47 -2.73 -0.01
F -0.01 -4.30 1.49
N -2.53 -0.07 2.35
S -1.64 0.97 3.43
O -0.73 0.02 4.29
O -2.55 1.72 4.47
C -0.48 2.18 2.59
F 0.52 1.52 1.69
F 0.35 2.85 3.66
C -1.21 3.39 1.76
F -0.11 4.16 1.09
F -1.91 4.38 2.64
F -2.12 2.85 0.71
H -6.25 6.13 1.66
H -8.02 5.90 2.28
H -6.54 5.54 3.45
H -6.66 3.82 0.65
H -8.16 3.62 1.76
H -7.05 1.95 2.96
H -6.05 3.30 3.84
H -4.94 2.08 0.95
H -3.98 2.71 2.46
H -6.00 -2.60 0.61
H -6.57 -0.94 1.50
H 0.04 -1.01 1.95
C 3.15 -3.51 -2.71
C 3.74 -4.89 -2.87
C 4.73 -4.68 -4.00
O 5.19 -3.32 -3.91
C 4.34 -2.62 -2.98
H 2.70 -3.34 -1.73
H 2.38 -3.35 -3.48
H 4.28 -5.17 -1.95
H 3.00 -5.66 -3.09
H 4.26 -4.81 -4.97
H 5.59 -5.36 -3.94
H 4.92 -2.44 -2.07
H 4.06 -1.65 -3.41
C 7.45 -0.46 -3.01
C 7.95 -0.51 -1.58
C 8.11 0.95 -1.25
O 7.13 1.67 -2.01
C 6.57 0.77 -2.99
H 6.91 -1.36 -3.32
H 8.29 -0.31 -3.69
H 7.18 -0.96 -0.94
H 8.87 -1.09 -1.46
H 9.10 1.32 -1.55
H 7.97 1.16 -0.19
H 5.55 0.53 -2.67
H 6.52 1.27 -3.96
*
```

Gap between HOMO and LUMO, hartree: 0.1639
HOMO level, eV: -10.6

natural (NBO) atomic charge list, values in e, 6 entries: atom 1 (C): -0.638, atom 2 (C): -0.427, atom 3 (C): -0.433, atom 4 (C): -0.117, atom 5 (O): -0.282, atom 6 (N): 0.080